No. 1
Entry from the Open Molecules 2025 dataset: a molecular structure, C13H36AsNOSbSe4Si3Tl (ωB97M-V with the def2-TZVPD basis set).

Net charge: -2
Orbital gap, eV: 4.81
HOMO energy, hartree: -0.038

Atoms and positions in Å:
Tl (0.88212, -1.89141, -2.08661)
C (2.62969, -4.34555, 0.60240)
N (1.27453, -4.34903, 1.15829)
C (0.61412, -5.63350, 1.39623)
C (0.59152, -3.19422, 1.18889)
C (-0.80807, -3.22903, 1.75649)
O (1.05659, -2.13437, 0.76698)
H (3.15015, -5.23031, 0.96410)
H (3.14406, -3.44118, 0.92792)
H (2.63343, -4.37854, -0.48928)
H (1.14535, -6.39475, 0.83458)
H (-0.39645, -5.62164, 0.99496)
H (0.59337, -5.88962, 2.46498)
H (-0.87556, -3.83069, 2.66687)
H (-1.47364, -3.66174, 1.00183)
H (-1.11106, -2.20443, 1.95789)
C (1.89924, 3.18094, 2.19241)
Si (0.12059, 2.70972, 1.89421)
C (-0.83390, 4.31674, 1.90256)
C (-0.46906, 1.75132, 3.37808)
As (0.16732, 1.21073, 0.09900)
Si (0.84413, 2.67119, -1.61401)
C (0.25460, 2.10817, -3.27116)
C (0.37010, 4.47149, -1.45248)
C (2.69657, 2.58909, -1.57544)
Si (-2.13387, 0.90400, -0.30145)
C (-2.74085, -0.24868, 1.02333)
C (-3.16059, 2.46633, -0.22536)
C (-2.47970, 0.11502, -1.93356)
H (2.00375, 3.62533, 3.18939)
H (2.24731, 3.91180, 1.45274)
H (2.55413, 2.30620, 2.12704)
H (-0.65545, 4.80060, 2.87177)
H (-1.90942, 4.17080, 1.78469)
H (-0.50375, 4.99486, 1.11257)
H (-0.21499, 2.29365, 4.29716)
H (0.00019, 0.76232, 3.41111)
H (-1.55472, 1.60306, 3.35602)
H (-0.80512, 2.34115, -3.42227)
H (0.38395, 1.02863, -3.39328)
H (0.83581, 2.62303, -4.04528)
H (-0.69808, 4.61223, -1.25629)
H (0.61947, 4.97884, -2.39283)
H (0.92894, 4.95672, -0.64423)
H (3.03150, 1.56185, -1.75305)
H (3.08679, 2.90153, -0.60107)
H (3.12418, 3.23716, -2.34890)
H (-2.26406, -0.06101, 1.98909)
H (-2.51945, -1.28359, 0.74289)
H (-3.82415, -0.13921, 1.14140)
H (-3.27938, 2.81871, 0.80339)
H (-4.15872, 2.25336, -0.62970)
H (-2.71644, 3.27914, -0.81099)
H (-1.91850, -0.81154, -2.07199)
H (-2.24429, 0.77527, -2.77183)
H (-3.54881, -0.12356, -1.96527)
Se (2.93962, -3.44716, -3.39823)
Sb (1.29629, -5.35201, -3.34414)
Se (-0.57904, -4.35016, -1.95196)
Se (2.27356, -7.23978, -2.11909)
Se (0.48413, -5.84428, -5.58155)

Taken from the Löwdin analysis, the atomic charges in e are:
1. Tl 0.174
2. C -0.049
3. N -0.143
4. C -0.077
5. C -0.589
6. C -0.016
7. O -0.141
8. H 0.082
9. H 0.084
10. H 0.016
11. H 0.051
12. H 0.056
13. H 0.080
14. H 0.077
15. H 0.064
16. H 0.050
17. C -0.243
18. Si 0.194
19. C -0.216
20. C -0.240
21. As 0.815
22. Si 0.188
23. C -0.228
24. C -0.231
25. C -0.230
26. Si 0.214
27. C -0.216
28. C -0.225
29. C -0.220
30. H 0.025
31. H 0.014
32. H 0.032
33. H 0.029
34. H 0.006
35. H 0.004
36. H 0.026
37. H 0.032
38. H 0.016
39. H 0.021
40. H -0.005
41. H 0.035
42. H 0.013
43. H 0.029
44. H 0.015
45. H 0.037
46. H 0.012
47. H 0.031
48. H 0.005
49. H 0.023
50. H 0.034
51. H 0.009
52. H 0.029
53. H 0.016
54. H -0.016
55. H 0.016
56. H 0.039
57. Se -0.282
58. Sb -0.407
59. Se -0.207
60. Se -0.345
61. Se -0.367

---

No. 2
Entry from the Open Molecules 2025 dataset: a molecular structure, C13H36BrN7O2PTi (ωB97M-V with the def2-TZVPD basis set).

Net charge: +3
Orbital gap, eV: 7.89
HOMO energy, hartree: -0.699

Atoms and positions in Å:
Ti (0.99894, 0.00612, -0.91370)
N (1.24577, -1.59474, -4.51838)
N (0.59733, -2.74643, -4.04881)
C (-0.04424, -2.73604, -2.89602)
N (-0.52946, -3.83003, -2.35954)
N (-0.16684, -1.55464, -2.15678)
N (-0.71207, -0.53496, -2.80993)
O (-1.33212, -0.55072, -3.80848)
O (-0.46389, 0.56177, -2.13641)
H (0.82927, -1.32909, -5.40836)
H (2.22153, -1.82824, -4.68078)
H (0.57703, -3.57920, -4.63050)
H (-0.38192, -4.74728, -2.76196)
H (-1.11827, -3.77000, -1.54272)
N (2.14676, 1.17408, 0.52189)
C (2.33215, 2.66878, 0.47801)
C (3.05217, 3.09811, -0.78363)
C (2.27494, 2.80119, -2.04843)
N (2.11928, 1.32029, -2.25549)
H (1.84306, 0.92626, 1.46041)
H (3.07852, 0.75599, 0.45728)
H (2.90806, 2.95762, 1.35719)
H (1.35288, 3.13850, 0.55090)
H (4.04710, 2.64145, -0.82996)
H (3.22374, 4.17395, -0.72974)
H (2.78959, 3.21473, -2.91512)
H (1.27534, 3.23764, -2.01653)
H (3.04771, 0.91144, -2.37591)
H (1.65241, 1.18718, -3.15321)
Br (2.56399, -1.74719, -0.76037)
C (-3.00440, -0.46196, -0.58409)
C (-2.34358, -0.94205, 0.70822)
C (-3.37127, -0.77347, 1.84859)
P (-0.66824, -0.25332, 1.13306)
C (-0.75721, 1.43585, 1.88127)
C (-1.25212, 2.42123, 0.81534)
C (-1.54139, 1.59302, 3.18850)
C (0.12469, -1.51760, 2.25459)
C (-0.80460, -2.14036, 3.30234)
C (1.40264, -1.01000, 2.92969)
H (-4.00127, -0.90248, -0.62742)
H (-2.48948, -0.77201, -1.48666)
H (-3.13675, 0.61835, -0.60838)
H (-2.10938, -2.00867, 0.60461)
H (-3.95129, 0.13471, 1.69012)
H (-2.95543, -0.73982, 2.84692)
H (-4.06537, -1.61339, 1.80662)
H (0.28177, 1.66748, 2.13691)
H (-2.31122, 2.27651, 0.60492)
H (-0.71809, 2.33308, -0.13843)
H (-1.13326, 3.44455, 1.17340)
H (-2.61204, 1.50067, 3.03833)
H (-1.35196, 2.59564, 3.57443)
H (-1.22636, 0.88461, 3.95326)
H (0.40020, -2.30983, 1.54894)
H (-1.12522, -1.41949, 4.05329)
H (-0.23806, -2.91499, 3.82042)
H (-1.68004, -2.61564, 2.86859)
H (1.23283, -0.10564, 3.51916)
H (2.22516, -0.86054, 2.23114)
H (1.75200, -1.77101, 3.62739)

Taken from the Löwdin analysis, the atomic charges in e are:
1. Ti 0.688
2. N 0.095
3. N 0.061
4. C -0.373
5. N 0.281
6. N 0.019
7. N -0.425
8. O 0.235
9. O -0.148
10. H 0.126
11. H 0.123
12. H 0.194
13. H 0.164
14. H 0.147
15. N -0.074
16. C -0.168
17. C -0.155
18. C -0.166
19. N -0.043
20. H 0.038
21. H 0.083
22. H 0.147
23. H 0.110
24. H 0.136
25. H 0.147
26. H 0.143
27. H 0.135
28. H 0.108
29. H 0.107
30. Br 0.408
31. C -0.085
32. C -0.490
33. C -0.080
34. P 1.088
35. C -0.519
36. C -0.089
37. C -0.060
38. C -0.515
39. C -0.076
40. C -0.096
41. H 0.109
42. H 0.039
43. H 0.085
44. H 0.102
45. H 0.095
46. H 0.056
47. H 0.109
48. H 0.078
49. H 0.088
50. H 0.048
51. H 0.108
52. H 0.079
53. H 0.106
54. H 0.080
55. H 0.088
56. H 0.086
57. H 0.104
58. H 0.077
59. H 0.095
60. H 0.042
61. H 0.107

---

No. 3
Entry from the Open Molecules 2025 dataset: 10 unconnected molecules or ions with the total composition C13H36ClO17 at a distorted geometry (ωB97M-V with the def2-TZVPD basis set).

Net charge: -1
Orbital gap, eV: 10.16
HOMO energy, hartree: -0.288

Atoms and positions in Å:
Cl (-3.37192, 1.55368, -28.72117)
O (-4.27497, 1.54720, -29.92149)
O (-3.27387, 0.15287, -28.46082)
O (-2.09022, 2.03060, -29.18553)
O (-3.86422, 2.27561, -27.57034)
O (-4.50870, 4.93023, -30.09229)
H (-3.66672, 4.47657, -30.05368)
H (-4.67612, 5.04627, -31.02756)
O (-6.49530, 3.51059, -28.94918)
H (-6.00804, 2.83526, -29.42112)
H (-6.00254, 4.31605, -29.10624)
C (-1.03173, 4.21042, -25.90852)
C (-2.33832, 3.97432, -25.05941)
C (-2.80296, 2.56487, -24.85292)
O (-2.73357, 2.40037, -23.45265)
C (-2.29380, 3.60936, -22.90218)
O (-2.38008, 3.86879, -21.73624)
O (-2.03840, 4.53861, -23.80026)
H (-0.20513, 3.61322, -25.52358)
H (-0.64992, 5.22319, -26.03747)
H (-1.18916, 3.81705, -26.91279)
H (-3.12141, 4.58269, -25.51190)
H (-2.12003, 1.90758, -25.39114)
H (-3.80755, 2.34446, -25.21392)
C (-6.62250, 1.31067, -26.17991)
C (-6.94789, -0.05876, -25.49469)
C (-5.79429, -0.95714, -25.38831)
O (-5.46813, -1.06700, -24.01017)
C (-6.36719, -0.45840, -23.27127)
O (-6.63573, -0.59378, -22.05285)
O (-7.13469, 0.17348, -24.10908)
H (-5.80888, 1.85460, -25.70007)
H (-7.54258, 1.88396, -26.06633)
H (-6.31700, 1.19288, -27.21958)
H (-7.72499, -0.63889, -25.99235)
H (-4.98216, -0.60519, -26.02445)
H (-5.98763, -1.97927, -25.71386)
C (-6.02522, -2.04123, -29.39751)
O (-6.13916, -3.28427, -29.95090)
H (-6.87198, -1.79236, -28.75786)
H (-5.12039, -2.06312, -28.79014)
H (-5.90970, -1.28517, -30.17413)
H (-5.28187, -3.55906, -30.28426)
C (0.63076, 0.17359, -30.49637)
O (1.37719, -0.00513, -31.63850)
H (1.14794, -0.31041, -29.66789)
H (0.36195, 1.20631, -30.27427)
H (-0.36211, -0.26638, -30.58990)
H (0.97441, -0.69990, -32.16448)
C (-0.24554, 0.26981, -26.52684)
O (-1.38508, -0.57870, -26.32842)
H (-0.53532, 1.32036, -26.54860)
H (0.47471, 0.12380, -25.72184)
H (0.18383, -0.04917, -27.47657)
H (-2.01066, -0.43820, -27.04292)
C (-4.35576, -1.36390, -32.65674)
O (-3.44889, -2.46195, -32.78833)
H (-4.41695, -0.75069, -33.55580)
H (-5.33738, -1.82378, -32.54258)
H (-4.31950, -0.74759, -31.75843)
H (-3.26314, -2.54794, -33.72625)
C (-1.87326, 2.88010, -32.53487)
O (-2.73815, 1.75852, -32.52898)
H (-1.07904, 2.88631, -33.28140)
H (-2.40828, 3.82019, -32.66927)
H (-1.23288, 2.94036, -31.65488)
H (-2.95063, 1.55292, -31.61565)

Taken from the Löwdin analysis, the atomic charges in e are:
1. Cl 0.689
2. O -0.381
3. O -0.358
4. O -0.351
5. O -0.320
6. O -0.037
7. H 0.036
8. H 0.053
9. O -0.079
10. H -0.018
11. H -0.014
12. C -0.007
13. C -0.290
14. C -0.118
15. O 0.074
16. C -0.542
17. O 0.141
18. O 0.099
19. H 0.079
20. H 0.077
21. H 0.065
22. H 0.153
23. H 0.104
24. H 0.103
25. C 0.011
26. C -0.288
27. C -0.111
28. O 0.100
29. C -0.558
30. O 0.085
31. O 0.090
32. H 0.068
33. H 0.088
34. H 0.072
35. H 0.153
36. H 0.132
37. H 0.136
38. C -0.195
39. O -0.110
40. H 0.080
41. H 0.079
42. H 0.064
43. H 0.081
44. C -0.199
45. O -0.108
46. H 0.069
47. H 0.069
48. H 0.084
49. H 0.078
50. C -0.133
51. O -0.133
52. H 0.046
53. H 0.081
54. H 0.064
55. H 0.015
56. C -0.153
57. O -0.121
58. H 0.082
59. H 0.065
60. H 0.061
61. H 0.066
62. C -0.174
63. O -0.115
64. H 0.070
65. H 0.066
66. H 0.064
67. H 0.020

---

No. 4
Entry from the Open Molecules 2025 dataset: 3 unconnected molecules or ions with the total composition C13H36FN4O4 at a distorted geometry (ωB97M-V with the def2-TZVPD basis set).

Net charge: +1
Orbital gap, eV: 7.59
HOMO energy, hartree: -0.402

Atoms and positions in Å:
N (1.16788, 2.80077, -3.05680)
C (2.01594, 2.33271, -2.05855)
N (3.42898, 1.87333, -2.49494)
F (4.42464, 2.68396, -2.00693)
H (1.58086, 3.52475, -3.64060)
H (0.87357, 2.01562, -3.64124)
H (1.58247, 1.45349, -1.58695)
H (2.21090, 3.09165, -1.30156)
H (3.50404, 1.90894, -3.51960)
H (3.67059, 0.93128, -2.16669)
C (-2.16187, -2.54363, -0.11625)
O (-2.30329, -2.98618, -1.44181)
C (-3.52454, -2.63033, -2.07320)
C (-3.28757, -1.65095, -3.18956)
N (-2.84716, -0.35459, -2.69262)
C (-2.38906, 0.56535, -3.71597)
C (-1.20514, 0.15973, -4.57619)
O (0.06328, 0.15471, -3.90479)
C (0.36232, -1.00370, -3.13483)
H (-1.28492, -3.04086, 0.28975)
H (-2.01937, -1.45621, -0.04310)
H (-3.03208, -2.81031, 0.49124)
H (-4.22405, -2.22016, -1.33808)
H (-3.96073, -3.53880, -2.49246)
H (-4.22299, -1.51510, -3.73986)
H (-2.56823, -2.11984, -3.88078)
H (-2.12738, -0.48518, -1.99340)
H (-2.14554, 1.51889, -3.23943)
H (-3.22737, 0.75855, -4.39315)
H (-1.09930, 0.90422, -5.36694)
H (-1.35514, -0.80734, -5.06533)
H (-0.07151, -1.89853, -3.58222)
H (0.01769, -0.93333, -2.09988)
H (1.44903, -1.12033, -3.12723)
C (1.94434, -0.74206, 6.25229)
O (0.66411, -0.74961, 5.65903)
C (-0.03253, 0.48574, 5.69010)
C (-0.17662, 1.05957, 4.30637)
N (1.10970, 1.47297, 3.76979)
C (1.11367, 1.83302, 2.36785)
C (0.70531, 0.77538, 1.35640)
O (1.62993, -0.27791, 1.18436)
C (1.56785, -1.31465, 2.15489)
H (2.26586, -1.77789, 6.32690)
H (2.68524, -0.18355, 5.66455)
H (1.91397, -0.31018, 7.25649)
H (0.48011, 1.19365, 6.34949)
H (-1.03018, 0.30128, 6.09492)
H (-0.83648, 1.93166, 4.35279)
H (-0.68115, 0.29642, 3.69103)
H (1.79185, 0.74367, 3.93882)
H (2.12547, 2.16245, 2.11133)
H (0.45133, 2.69616, 2.23077)
H (0.64810, 1.26147, 0.37465)
H (-0.29651, 0.38248, 1.56322)
H (0.54313, -1.46544, 2.50321)
H (2.19715, -1.11160, 3.02469)
H (1.92142, -2.22557, 1.67604)

Taken from the Löwdin analysis, the atomic charges in e are:
1. N 0.080
2. C -0.183
3. N 0.136
4. F 0.061
5. H 0.109
6. H 0.068
7. H 0.116
8. H 0.145
9. H 0.202
10. H 0.201
11. C -0.118
12. O -0.191
13. C -0.212
14. C -0.214
15. N -0.046
16. C -0.202
17. C -0.197
18. O -0.241
19. C -0.085
20. H 0.087
21. H 0.074
22. H 0.094
23. H 0.127
24. H 0.127
25. H 0.130
26. H 0.109
27. H 0.074
28. H 0.120
29. H 0.126
30. H 0.123
31. H 0.116
32. H 0.096
33. H 0.078
34. H 0.080
35. C -0.112
36. O -0.193
37. C -0.216
38. C -0.216
39. N -0.045
40. C -0.208
41. C -0.241
42. O -0.199
43. C -0.084
44. H 0.090
45. H 0.080
46. H 0.091
47. H 0.126
48. H 0.126
49. H 0.128
50. H 0.107
51. H 0.075
52. H 0.119
53. H 0.123
54. H 0.093
55. H 0.110
56. H 0.089
57. H 0.078
58. H 0.090